[1]
61
Properties=species:S:1:pos:R:3:forces:R:3:nbo_charge:R:1 method="wB97M-V/def2-TZVPD" homo_lumo_gap_ev=7.99 largest_force_ev_per_a=4.0 total_energy_ev=-364007.3585 homo_ev=-8.4 lumo_energy_ha=-0.01412
C -3.0289 -1.6608 2.0307 0.07 -0.12 0.75 -0.627
C -1.6415 -2.2022 1.5165 0.39 0.85 -0.40 -0.399
C -1.6506 -2.6475 -0.0086 -0.35 0.18 -0.13 -0.258
C -2.8354 -3.6482 -0.2767 0.56 -0.37 -1.07 -0.625
C -1.6832 -1.3698 -0.9314 -0.68 0.79 -0.47 0.012
C -2.9441 -1.0422 -1.6169 1.33 1.78 -0.73 -0.171
C -3.0876 0.1456 -2.4887 2.12 -1.52 0.95 -0.026
C -4.4461 0.4953 -3.1922 0.85 1.12 1.66 -0.237
Cl -5.3084 -0.9595 -3.8266 0.77 0.86 -0.28 -0.016
C -5.3580 1.2786 -2.0981 0.85 -0.19 0.41 -0.174
C -4.5137 1.9792 -0.9751 0.05 0.67 0.61 -0.648
Cl -6.3960 0.0344 -1.2287 0.15 1.07 -0.27 -0.071
C -1.9118 0.9930 -2.6277 -0.73 -1.43 0.61 -0.252
C -0.6712 0.6774 -1.9416 -0.25 -0.77 0.81 -0.158
C -0.4795 -0.5078 -1.0676 -3.55 0.78 -1.78 0.117
N 0.7444 -0.8041 -0.3611 0.21 0.58 -1.78 -0.540
C 1.4997 -1.9242 -0.8591 0.90 -1.15 -0.31 0.095
Br 1.8707 -3.3573 0.4699 -0.37 1.10 -0.30 0.018
C 2.0227 -2.1069 -2.1057 -0.95 0.63 0.77 -0.065
C 1.8499 -1.0276 -3.2096 1.43 -1.24 -0.61 -0.680
Br 3.0293 -3.7428 -2.5092 -0.76 1.42 -0.11 0.080
C 1.5353 0.3377 0.0238 2.55 1.70 2.40 0.244
C 2.3155 0.1927 1.2726 0.08 1.74 -0.84 -0.199
C 3.1786 1.2586 1.7907 -1.03 0.07 -1.30 -0.074
C 3.9231 1.0433 3.1161 0.65 -0.06 -0.81 -0.117
Br 2.8132 0.9208 4.7342 0.44 0.13 -1.20 0.068
C 5.2702 0.9278 3.2772 -1.19 -0.31 1.01 -0.063
C 5.8683 0.7560 4.7220 0.34 0.91 -0.75 -0.671
Br 6.4148 1.0124 1.6889 -0.61 -0.19 1.25 0.070
C 3.2917 2.5297 1.0489 -0.89 -2.20 -0.71 -0.320
P 4.3858 3.9010 1.6722 -0.70 0.99 -0.07 0.840
S 3.4067 5.4698 2.3030 -0.03 -0.24 -0.14 -0.591
C 2.5229 2.6984 -0.1946 0.46 -1.49 1.87 -0.197
C 1.6648 1.6178 -0.6698 0.05 -0.35 0.65 -0.190
S 0.6920 1.8854 -2.1844 -0.39 -0.71 1.07 0.291
H -3.8544 -2.4253 1.9810 0.83 0.82 -0.12 0.207
H -3.3453 -0.7048 1.5243 0.31 -1.11 0.21 0.212
H -2.9411 -1.3940 3.1262 0.04 -0.29 -1.12 0.218
H -0.9252 -1.3279 1.5809 -0.56 -1.05 0.13 0.211
H -1.2256 -3.0241 2.1648 -0.60 0.73 -0.64 0.217
H -0.7102 -3.1959 -0.3062 -0.92 0.56 0.70 0.231
H -2.6243 -4.6538 0.1899 -0.24 1.18 -0.18 0.223
H -3.8439 -3.2824 0.0312 0.91 -0.28 -0.18 0.213
H -2.8608 -3.8511 -1.3900 -0.15 0.20 1.12 0.217
H -3.8699 -1.6558 -1.5045 1.21 0.38 0.05 0.239
H -4.2194 1.2466 -3.9995 -0.41 -1.04 0.52 0.235
H -5.9723 2.0741 -2.5908 0.13 -1.15 0.34 0.228
H -3.6567 2.5951 -1.3648 -0.87 -0.66 0.09 0.224
H -5.1520 2.6975 -0.3800 0.40 -0.85 -0.79 0.231
H -4.0863 1.2657 -0.2187 -0.42 0.46 -1.00 0.235
H -2.0145 1.8986 -3.2831 0.47 -0.89 0.81 0.229
H 2.4063 -0.1152 -2.8813 -0.82 -0.61 -0.30 0.245
H 2.3953 -1.4077 -4.1230 -0.60 0.44 0.92 0.243
H 0.7958 -0.8439 -3.5266 0.82 -0.06 0.66 0.251
H 2.2540 -0.7571 1.8494 -0.05 0.85 -0.57 0.250
H 5.6220 1.7093 5.2745 0.18 -1.01 -0.44 0.240
H 5.3881 -0.0933 5.2717 0.55 0.69 -0.68 0.249
H 6.9852 0.6852 4.7134 -1.05 -0.20 -0.13 0.238
H 5.2571 3.4558 2.7100 -0.33 -0.30 -0.85 0.010
H 5.2245 4.2650 0.5655 -0.19 -0.69 0.45 -0.011
H 2.6303 3.6855 -0.7078 -0.43 -1.14 0.25 0.250



[2]
113
Properties=species:S:1:pos:R:3:forces:R:3:lowdin_spin:R:1 method="wB97M-V/def2-TZVPD" de_lowest_kcal_mol=40.16 spin_multiplicity=2 homo_lumo_gap_ev="5.17 / 5.82" largest_force_ev_per_a=2.0 total_energy_ev=-228925.6831 homo_ev="-4.1 / -4.1" total_charge=-1 lumo_energy_ha="0.03834 / 0.06254" s2=0.793
Ru -2.1981 0.2290 -0.0598 1.38 0.05 0.66 1.051
Se 5.1198 1.3892 -0.6494 0.08 0.13 -0.08 0.000
P 3.9928 -0.3310 -0.2485 0.26 -0.11 0.03 0.000
C 4.3818 -0.8796 1.4316 -0.10 -0.01 -0.08 0.000
C 3.5566 -0.4898 2.4803 -0.10 -0.07 -0.15 0.000
C 3.9619 -0.6855 3.7902 -0.01 -0.07 0.11 0.000
C 5.1893 -1.2744 4.0569 -0.06 -0.01 0.06 0.000
C 6.0214 -1.6520 3.0123 0.05 -0.04 -0.03 0.000
C 5.6302 -1.4354 1.7020 -0.01 -0.04 -0.03 0.000
C 4.3943 -1.6483 -1.4465 -0.08 0.06 0.10 0.000
C 4.3040 -1.2625 -2.7837 0.01 0.01 -0.03 0.000
C 4.6195 -2.1580 -3.7892 -0.05 0.01 -0.02 0.000
C 5.0183 -3.4488 -3.4677 -0.01 -0.11 -0.01 0.000
C 5.1057 -3.8371 -2.1413 0.01 -0.08 0.00 0.000
C 4.8010 -2.9371 -1.1285 -0.06 0.08 0.04 0.000
C 2.2123 -0.0996 -0.4074 -0.62 -0.37 -0.08 0.001
C 0.9982 -0.7937 -0.1841 0.09 0.30 0.05 -0.001
N 0.0284 0.0452 -0.6461 -1.37 -0.31 0.35 -0.007
N 0.5902 1.1206 -1.1479 -0.16 0.15 -0.18 0.002
N 1.8810 1.0552 -1.0217 0.23 0.12 0.06 0.000
P 0.4285 -2.4531 0.2025 0.43 0.01 -0.29 -0.003
Se -1.6699 -2.5919 0.4251 -0.54 0.67 -0.13 -0.020
C 1.2049 -3.1597 1.6835 -0.07 0.07 -0.10 -0.001
C 0.5828 -2.8817 2.8993 0.01 0.06 0.03 0.000
C 1.0338 -3.4867 4.0594 0.01 0.06 0.08 0.000
C 2.0986 -4.3747 4.0119 0.07 -0.01 -0.02 0.000
C 2.7207 -4.6498 2.8031 0.09 -0.02 0.04 0.000
C 2.2743 -4.0457 1.6383 0.06 0.12 -0.06 0.000
C 0.8783 -3.4648 -1.2402 0.06 0.00 0.15 0.000
C 0.9851 -2.8626 -2.4893 0.09 0.06 0.04 0.000
C 1.0929 -3.6467 -3.6267 0.04 -0.02 -0.05 0.000
C 1.1009 -5.0294 -3.5246 0.03 0.04 -0.07 0.000
C 0.9860 -5.6325 -2.2810 -0.03 -0.09 0.07 0.000
C 0.8588 -4.8551 -1.1425 0.01 0.07 0.04 0.000
H 2.6135 -0.0024 2.2619 0.01 -0.01 0.01 0.000
H 3.3199 -0.3722 4.6038 -0.01 0.01 -0.02 0.000
H 5.5061 -1.4238 5.0819 -0.01 -0.01 -0.01 0.000
H 6.9863 -2.0981 3.2201 0.00 0.03 -0.01 0.000
H 6.3080 -1.6549 0.8860 0.01 -0.03 0.03 0.000
H 4.0119 -0.2442 -3.0155 0.00 -0.02 -0.04 0.000
H 4.5604 -1.8517 -4.8262 -0.02 0.01 0.01 0.000
H 5.2604 -4.1555 -4.2520 0.00 0.02 -0.01 0.000
H 5.4190 -4.8425 -1.8878 0.01 0.01 -0.01 0.000
H 4.9068 -3.2331 -0.0945 -0.09 -0.07 0.07 0.000
H -0.2752 -2.2191 2.9226 0.00 -0.03 0.02 0.000
H 0.5403 -3.2772 5.0000 0.01 0.02 -0.01 0.000
H 2.4423 -4.8602 4.9170 -0.01 0.01 0.00 0.000
H 3.5502 -5.3444 2.7629 0.00 0.00 0.00 0.000
H 2.7386 -4.2808 0.6913 0.10 0.01 -0.05 0.000
H 0.9612 -1.7839 -2.5823 0.02 0.01 0.04 0.000
H 1.1631 -3.1707 -4.5959 0.02 0.00 -0.01 0.000
H 1.1871 -5.6381 -4.4163 -0.01 0.01 0.01 0.000
H 0.9723 -6.7124 -2.1991 0.01 0.01 0.00 0.000
H 0.7172 -5.3197 -0.1741 0.01 -0.06 -0.05 0.000
S -3.4775 -0.8136 -1.8864 0.81 0.81 0.72 -0.070
C -4.8111 -1.5123 -0.9754 -0.23 0.01 -0.10 -0.004
C -5.8885 -0.7126 -0.5884 0.01 -0.11 0.02 -0.009
C -6.9577 -1.2637 0.0965 -0.04 0.03 0.00 0.001
C -6.9720 -2.6190 0.3957 0.02 -0.02 0.01 -0.010
C -5.9153 -3.4235 -0.0056 -0.05 -0.09 0.01 0.001
C -4.8432 -2.8793 -0.6954 -0.01 0.09 0.01 -0.009
H -5.8638 0.3445 -0.8123 0.00 -0.01 0.00 0.000
H -7.7792 -0.6305 0.4068 0.01 0.00 0.01 0.000
H -7.8024 -3.0444 0.9450 0.00 -0.01 0.00 -0.001
H -5.9187 -4.4823 0.2234 -0.02 0.00 -0.01 0.000
H -4.0259 -3.5091 -1.0208 0.03 0.03 0.00 0.000
C 0.9233 5.5690 2.8397 0.01 -0.10 -0.05 0.000
C 0.3708 4.1948 2.5572 0.00 -0.09 0.07 0.000
C 0.6753 3.1357 3.4063 0.02 0.05 0.07 0.005
C 0.1593 1.8691 3.1404 0.00 0.03 0.01 0.000
C 0.4184 0.7046 4.0625 -0.01 0.02 -0.10 0.000
C -0.6192 1.6833 2.0181 0.06 0.13 -0.32 0.005
C -0.9436 2.7234 1.1097 0.19 -0.18 0.37 -0.003
C -0.4288 3.9992 1.4419 -0.11 0.02 -0.11 0.003
N -1.7132 2.4051 0.0484 -1.10 -1.49 -0.77 -0.009
C -2.0659 3.3012 -1.0512 -0.20 0.13 0.12 0.002
C -0.8638 3.9849 -1.7449 -0.08 -0.04 0.10 0.002
C -1.3373 4.8156 -2.9423 0.05 0.07 -0.01 0.000
C -2.0210 3.9109 -3.9676 -0.03 0.01 0.04 0.000
C -3.2367 3.2542 -3.3133 -0.01 0.00 -0.02 0.002
C -4.2205 4.3267 -2.8406 0.06 0.01 0.01 0.001
C -3.5287 5.2188 -1.8080 -0.09 0.13 0.06 0.000
C -2.3190 5.8898 -2.4646 -0.02 -0.04 -0.02 0.000
C -3.0748 4.3815 -0.6057 0.02 -0.02 -0.11 -0.001
C -2.7747 2.4405 -2.1068 0.08 0.13 0.05 0.010
H 1.2712 5.6422 3.8703 0.01 0.04 0.00 0.000
H 0.1691 6.3393 2.6713 0.02 0.02 -0.01 0.000
H 1.7703 5.7751 2.1808 0.00 0.06 0.02 0.000
H 1.2972 3.3030 4.2798 -0.02 -0.02 0.01 0.000
H 0.8745 1.0344 4.9965 0.00 -0.01 0.02 0.000
H 1.0871 -0.0222 3.5929 -0.06 -0.02 0.09 0.000
H -0.5152 0.1850 4.2867 0.00 -0.01 0.04 0.000
H -1.0129 0.6855 1.8364 0.08 0.02 0.15 0.001
H -0.6634 4.8589 0.8322 0.00 -0.01 0.03 0.000
H -0.1627 3.2134 -2.0517 0.07 -0.05 -0.05 0.000
H -0.3372 4.6423 -1.0544 0.04 -0.04 0.00 0.000
H -0.4695 5.2987 -3.4041 0.00 -0.02 0.02 0.000
H -1.3203 3.1377 -4.2975 0.00 0.02 -0.05 0.000
H -2.3257 4.4894 -4.8469 0.00 0.00 -0.01 0.000
H -3.7315 2.5888 -4.0282 0.02 -0.02 0.04 0.000
H -5.1033 3.8536 -2.3993 -0.01 0.01 -0.01 0.000
H -4.5534 4.9327 -3.6906 -0.04 -0.01 0.00 0.000
H -4.2283 5.9885 -1.4629 0.00 -0.02 -0.01 0.000
H -1.8260 6.5577 -1.7506 0.01 -0.01 0.00 0.000
H -2.6498 6.5019 -3.3118 0.01 0.01 0.01 0.000
H -3.9311 3.8830 -0.1406 0.02 0.00 0.02 0.000
H -2.6279 5.0340 0.1475 -0.02 -0.02 0.03 0.000
H -2.0759 1.6586 -2.4329 -0.09 -0.01 0.03 0.006
H -3.6401 1.9676 -1.6354 0.06 -0.05 -0.05 0.001
O -2.7244 -0.4952 2.2589 -0.17 0.06 -0.06 0.063
N -3.8922 -0.0262 2.2425 -0.14 -0.22 0.49 0.000
O -4.6783 -0.2156 3.1570 0.25 0.20 -0.36 0.003
O -4.2188 0.6380 1.2175 0.80 0.01 -0.95 -0.009



[3]
20
Properties=species:S:1:pos:R:3:forces:R:3:lowdin_spin:R:1 method="wB97M-V/def2-TZVPD" spin_multiplicity=2 homo_lumo_gap_ev="7.18 / 6.70" largest_force_ev_per_a=4.3 total_energy_ev=-23955.9893 homo_ev="-12.1 / -11.6" total_charge=+1 lumo_energy_ha="-0.18038 / -0.18152" s2=0.756
C 2.2705 -0.5635 -1.5585 -0.86 -0.29 1.19 0.008
O 3.4859 -0.5255 -1.7851 0.19 -0.77 0.09 0.022
O 1.4013 0.1499 -2.1439 1.97 -1.70 -0.30 0.061
Na 5.3061 -1.6512 -1.9182 -0.20 0.26 -0.05 0.000
O 1.3723 1.0959 0.4976 1.03 0.42 2.39 0.150
C 1.0262 0.4833 1.6680 1.60 -1.25 -1.59 0.016
C -0.0413 -0.5296 1.4418 -3.13 2.76 1.09 0.000
O -0.8439 -0.1398 0.5322 1.31 -1.72 1.41 -0.006
C -2.2263 -0.4457 0.2016 -0.22 -0.65 -0.13 -0.001
C -2.6719 0.8207 -0.5395 -0.46 -0.10 -0.08 0.016
O -1.7267 1.2328 -1.4565 -2.80 0.62 0.54 0.234
Ag 0.1538 1.2931 -1.0654 0.61 1.15 -1.43 0.482
H 0.6359 1.1192 2.4988 -0.33 -0.20 -0.19 0.000
H 1.8708 -0.0745 2.1347 0.03 0.42 -0.13 0.007
H -0.4450 -1.1307 2.2686 0.31 -0.69 -0.49 0.000
H 1.8925 -1.3262 -0.6611 0.65 1.52 -1.94 -0.001
H -2.7628 -0.6622 1.1331 0.02 -0.01 -0.27 0.000
H -2.1717 -1.3124 -0.4676 -0.13 0.18 0.18 0.000
H -2.8826 1.5938 0.2283 0.12 -0.07 -0.36 0.008
H -3.6434 0.5727 -1.0089 0.28 0.11 0.06 0.004



[4]
84
Properties=species:S:1:pos:R:3:forces:R:3:lowdin_charge:R:1 method="wB97M-V/def2-TZVPD" homo_lumo_gap_ev=9.97 largest_force_ev_per_a=6.1 total_energy_ev=-41898.6318 homo_ev=-9.6 lumo_energy_ha=0.01333 smiles=CCCC#N.CCCC#N.CCCC#N.CCCC#N.CO.CO.CO.CO.CO.CO
C -1.7727 -4.2109 1.4502 -0.54 -0.99 0.66 -0.135
O -1.6427 -2.8413 1.3704 0.90 1.50 0.23 -0.148
H -2.6978 -4.4169 0.9120 0.11 -1.02 0.09 0.094
H -0.9091 -4.7886 1.1209 0.03 0.09 -0.61 0.076
H -1.8433 -4.4654 2.5078 -0.45 -0.06 0.03 0.086
H -1.6010 -2.5962 0.4431 -0.34 0.35 -0.47 0.032
C 1.8197 3.5959 2.0184 0.06 -0.04 -1.21 -0.158
O 2.6042 4.6841 1.5680 0.16 0.39 0.77 -0.119
H 1.3216 3.8373 2.9574 0.30 -0.09 -0.07 0.089
H 1.0775 3.3745 1.2514 -0.54 0.06 0.11 0.055
H 2.3980 2.6729 2.0614 0.24 0.02 0.68 0.059
H 2.8328 4.5674 0.6429 -0.16 -0.18 -0.27 0.029
C -0.6919 -2.2689 -1.9232 -0.03 0.73 -0.76 -0.107
O -1.9713 -2.1916 -1.2526 0.95 -0.37 -0.10 -0.133
H -0.5164 -1.3275 -2.4438 0.07 0.09 -0.05 0.067
H 0.1649 -2.3735 -1.2577 -0.50 -0.20 0.46 0.060
H -0.6377 -3.0493 -2.6822 -0.27 -0.24 0.19 0.087
H -2.5719 -1.7182 -1.8329 -0.08 -0.02 0.08 0.095
C 3.4336 3.1734 -2.0948 -0.15 0.70 0.10 -0.092
O 2.6474 4.2038 -1.3594 1.33 -1.71 -0.38 -0.133
H 4.1882 2.6324 -1.5239 -0.36 0.53 1.06 0.078
H 2.8313 2.3561 -2.4916 -0.38 0.37 -0.21 0.047
H 4.0517 3.6553 -2.8523 -0.45 0.10 -0.37 0.074
H 1.8797 4.4257 -1.8913 0.03 -0.05 -0.11 0.070
C -1.3896 -1.2653 4.2743 0.65 -0.03 -0.82 -0.106
O -0.8168 -0.9450 3.0014 0.02 0.60 0.89 -0.177
H -0.9705 -0.5239 4.9546 -0.51 -0.12 0.31 0.080
H -2.4761 -1.2596 4.1874 -0.07 0.25 0.43 0.081
H -1.0628 -2.2645 4.5621 -0.04 -0.07 0.30 0.082
H -1.1854 -1.5830 2.3860 0.04 -0.55 -0.68 0.011
C 2.0647 0.3335 4.2888 -0.60 -0.82 -0.59 -0.137
O 0.9946 1.0619 3.7042 0.76 1.17 0.40 -0.145
H 2.5494 -0.2663 3.5184 0.14 -0.32 -0.13 0.062
H 2.8720 0.9262 4.7189 -0.58 0.55 0.08 0.083
H 1.6404 -0.3485 5.0257 0.37 -0.08 0.32 0.075
H 0.2790 0.4627 3.4796 -0.06 -0.52 -0.21 0.010
C -0.8506 2.8915 -6.4083 0.16 0.41 0.48 -0.107
C -0.5330 2.4423 -4.9532 -0.78 -0.47 -1.19 -0.251
C 0.7719 1.6526 -4.8349 0.07 0.41 0.22 -0.205
C 0.8127 0.5271 -5.7983 0.79 -2.01 -2.04 -0.206
N 0.8913 -0.3436 -6.5911 -0.41 2.69 2.54 0.137
H -1.6290 3.6535 -6.3679 -0.18 -0.13 -0.03 0.068
H -1.1872 2.0918 -7.0681 0.10 -0.11 0.20 0.071
H -0.0054 3.3877 -6.8853 0.22 -0.11 0.04 0.073
H -1.3429 1.7679 -4.6749 -0.15 0.17 0.34 0.104
H -0.5760 3.3267 -4.3174 0.31 -0.23 0.22 0.104
H 0.9686 1.2914 -3.8255 -0.43 -0.43 0.09 0.082
H 1.5930 2.3618 -4.9390 0.31 -0.25 -0.80 0.111
C 2.4428 -3.1184 1.3755 0.09 0.53 0.25 -0.106
C 3.6093 -3.8837 0.8114 -0.32 -0.31 -0.51 -0.257
C 3.6771 -5.3415 1.2522 0.33 0.42 0.20 -0.203
C 2.6323 -6.1518 0.6949 -4.55 -3.37 -2.26 -0.232
N 1.7727 -6.8437 0.2379 3.57 2.96 1.90 0.133
H 1.4658 -3.4735 1.0478 0.03 -0.06 -0.07 0.071
H 2.6027 -2.1013 1.0175 -0.42 0.10 0.12 0.045
H 2.4597 -3.0945 2.4651 -0.06 -0.02 0.11 0.082
H 4.5253 -3.3667 1.0975 0.11 -0.17 -0.18 0.116
H 3.4781 -3.8718 -0.2706 0.49 0.14 -0.14 0.116
H 3.5485 -5.3623 2.3344 0.46 -0.32 0.14 0.124
H 4.5972 -5.8112 0.9044 0.27 0.09 0.46 0.124
C -4.1070 -0.0597 1.0452 0.10 0.70 -0.18 -0.085
C -4.6286 1.2716 1.6899 1.45 -1.69 0.33 -0.239
C -5.4561 2.1777 0.8037 -0.46 0.13 -0.22 -0.191
C -4.8325 2.5095 -0.5012 0.60 0.03 -0.41 -0.211
N -4.3039 2.7382 -1.5066 -0.63 -0.26 1.13 0.138
H -3.5710 -0.7359 1.7111 -0.24 0.27 0.55 0.054
H -3.3444 0.1514 0.2955 -0.26 0.13 -0.40 0.046
H -4.9119 -0.6484 0.6051 -0.07 0.13 -0.15 0.078
H -3.7706 1.8287 2.0661 0.19 0.08 -0.18 0.105
H -5.1250 0.9570 2.6079 -0.67 0.41 -0.15 0.106
H -5.6585 3.0951 1.3564 0.08 0.19 -0.20 0.116
H -6.4393 1.7534 0.6004 -0.01 -0.16 -0.13 0.118
C -0.6387 1.8697 -0.5832 0.57 0.25 -0.69 -0.097
C -0.3145 1.0022 0.6316 -0.23 -0.90 -1.09 -0.213
C 1.1052 0.3103 0.6251 0.43 1.07 0.12 -0.149
C 1.7567 -0.1755 -0.6176 0.80 -1.36 -3.07 -0.214
N 2.2924 -0.6129 -1.5839 -1.86 1.69 3.43 0.145
H -1.6259 2.3310 -0.6122 -0.08 -0.06 0.63 0.054
H -0.6331 1.2947 -1.5091 0.21 -0.35 -0.05 0.058
H 0.0830 2.6707 -0.7439 0.14 0.13 0.15 0.056
H -1.0808 0.2277 0.5982 0.08 -0.22 0.40 0.073
H -0.4557 1.5639 1.5550 0.36 -0.19 0.00 0.100
H 1.2352 -0.4708 1.3742 -0.60 -0.17 -0.05 0.081
H 1.8061 1.0617 0.9887 0.08 0.21 -0.01 0.086